This record from the Open Molecules 2025 dataset describes 3 unconnected molecules or ions with the total composition C27H52BF13N3O12P2S in a non-equilibrium geometry. The level of theory is ωB97M-V/def2-TZVPD.

Last column: Löwdin charge in e.
Positions of all 111 atoms, in Å:
C (-8.267, -4.544, 0.323)  -0.077
H (4.623, -1.105, 0.528)  0.163
H (2.564, 2.562, -2.207)  0.072
O (-10.036, -0.390, -1.145)  -0.232
F (0.852, -4.542, 4.681)  0.143
H (6.380, 5.875, -8.025)  0.077
O (4.606, 4.320, -4.246)  -0.202
F (-3.639, -0.350, 4.968)  -0.089
F (0.070, -1.935, 4.812)  0.123
H (-7.497, -4.166, 0.997)  0.064
C (3.460, -2.602, 2.227)  -0.286
H (0.948, -2.379, 2.690)  0.105
H (-7.909, -4.384, -0.697)  0.074
H (-10.724, 1.130, -2.314)  0.116
H (4.440, -2.905, 1.819)  0.166
H (6.993, 2.971, -7.288)  0.104
H (3.526, 2.560, 4.207)  0.054
H (-10.379, -4.293, -0.037)  0.108
H (-12.310, 0.947, -0.469)  0.075
C (6.200, 4.803, -8.113)  -0.073
F (-1.139, -1.051, 2.361)  0.129
O (6.768, 3.395, -3.631)  -0.220
H (-5.833, -1.985, 0.031)  0.086
C (3.507, 3.034, -2.486)  -0.075
H (3.787, 3.733, -1.696)  0.071
C (2.896, 3.138, 3.529)  -0.055
H (3.450, 4.029, 3.235)  0.077
H (2.820, -4.610, 1.935)  0.139
H (4.121, -1.440, -3.072)  0.131
H (6.436, 4.494, -9.132)  0.079
H (-6.861, 0.160, -0.970)  0.123
H (-13.170, 0.531, -1.960)  0.078
H (2.982, 3.070, -4.577)  0.109
H (-12.644, -0.735, -0.838)  0.076
H (3.482, -2.061, -1.572)  0.115
O (-7.967, -1.498, -1.348)  -0.215
C (7.046, 4.045, -7.112)  -0.280
C (-11.049, 0.133, -2.011)  -0.283
H (5.537, -0.810, 2.821)  0.210
H (2.010, -1.534, -3.987)  0.084
H (8.092, 4.341, -7.209)  0.117
O (6.644, 4.366, -5.774)  -0.229
C (-9.589, -3.835, 0.561)  -0.278
N (4.583, -0.552, 3.096)  0.025
O (-9.507, -2.436, 0.281)  -0.208
C (3.623, -0.731, 0.823)  -0.137
H (6.613, 4.069, -1.133)  0.074
C (-1.206, -2.251, 4.433)  -0.348
C (1.140, -3.444, 2.553)  -0.056
O (-10.740, -2.589, -1.848)  -0.211
H (1.108, 0.085, -0.226)  0.131
F (-5.101, -0.470, 3.320)  -0.107
C (-1.692, -1.043, 3.580)  -0.424
C (-7.417, -0.579, -0.391)  -0.255
C (5.746, 0.056, 4.941)  -0.269
H (4.282, 2.268, -2.530)  0.065
C (3.370, 3.752, -3.817)  -0.270
F (-3.894, -2.287, 3.775)  -0.098
C (3.869, 0.263, 1.983)  -0.182
H (1.450, 2.420, 2.144)  0.121
C (-1.161, -3.642, 3.702)  -0.354
H (2.660, 4.575, -3.728)  0.122
C (2.518, 2.269, 2.303)  -0.210
O (5.015, 2.593, -5.959)  -0.214
F (-1.873, -2.361, 5.577)  0.178
F (-3.258, 0.725, 3.021)  -0.124
C (-6.482, -1.288, 0.565)  -0.076
H (-7.042, -1.858, 1.305)  0.070
C (0.254, -4.246, 3.514)  -0.434
F (-1.771, -3.642, 2.505)  0.161
C (7.233, 4.657, -3.119)  -0.257
C (2.628, -3.813, 2.653)  -0.065
H (1.989, 3.413, 4.063)  0.077
H (4.325, -2.341, 4.147)  0.157
O (4.650, 0.305, 4.248)  0.062
S (-3.557, -0.778, 3.465)  0.777
C (-12.373, 0.222, -1.282)  -0.074
H (0.752, -3.680, 1.562)  0.145
H (1.389, -2.099, -2.431)  0.081
H (7.047, 5.474, -3.810)  0.115
F (-1.192, 0.059, 4.169)  0.121
C (1.975, -1.315, -2.921)  -0.040
H (2.821, -1.381, 3.928)  0.152
O (2.828, -1.835, 1.215)  -0.058
H (2.932, -4.130, 3.650)  0.131
H (3.039, 2.595, 1.399)  0.112
H (-8.187, -0.046, 0.159)  0.114
H (-5.872, -0.568, 1.103)  0.050
C (3.744, -1.719, 3.462)  -0.016
O (3.662, 0.032, -1.664)  0.061
H (8.313, 4.557, -3.014)  0.124
P (5.741, 3.329, -4.886)  0.570
H (1.891, 0.325, 2.182)  0.115
N (2.692, 0.816, 2.559)  0.021
H (5.138, 4.640, -7.935)  0.076
H (-9.879, -3.928, 1.608)  0.119
N (6.780, 0.047, 5.446)  0.237
H (-11.140, -0.469, -2.914)  0.105
F (-1.845, -4.507, 4.477)  0.163
P (-9.526, -1.943, -1.279)  0.573
H (5.580, 5.285, -1.884)  0.063
C (3.382, -1.239, -2.297)  -0.183
H (7.164, 5.755, -1.275)  0.081
H (-8.373, -5.616, 0.493)  0.079
H (4.589, 1.034, 1.695)  0.185
F (0.042, -5.450, 2.897)  0.118
O (1.816, 0.736, -0.345)  0.171
B (3.008, 0.030, -0.462)  -0.578
H (1.409, -0.390, -2.788)  0.083
F (-3.514, -1.158, 1.912)  -0.140
C (6.612, 4.955, -1.771)  -0.074

Values from the calculation:
LUMO energy: -3.31 eV
Kohn-Sham gap: 7.999 eV
F_max: 6.44 eV Å⁻¹
E_HOMO: -0.4155 hartree
total charge: +1
spin multiplicity: 1